1.
Density functional theory data (ωB97M-V/def2-TZVPD) for 19 unconnected molecules or ions with the total composition C76H209N19O19 in a non-equilibrium geometry.

Positions of all 323 atoms, in Å:
C (-3.75467, -0.03397, -6.14219)
H (5.56359, 0.68605, 4.10267)
H (-3.33992, -1.77834, 5.56661)
H (-1.44380, 3.06580, -4.79499)
N (5.64656, -0.99685, 1.89291)
H (-5.16787, -2.30101, -6.49257)
H (-1.52078, -5.75061, 3.02847)
H (5.97990, 6.70196, 2.70144)
H (-3.63736, 3.71844, -1.93963)
C (0.86675, 4.20063, -0.70437)
H (2.38169, -5.58617, 1.80732)
N (-6.05598, -3.42668, 0.87959)
H (-2.87266, -4.81023, 0.16904)
H (8.30380, -2.85219, 0.84238)
H (-4.62387, -6.43144, -1.06641)
H (-5.30264, 2.64257, -1.38534)
H (-6.71612, 2.86996, -0.36582)
H (-1.72167, -6.29820, -5.88873)
C (-4.17500, -6.02523, -2.04854)
C (-1.02661, 7.60664, 3.84527)
H (-7.61645, -2.70722, -2.11893)
H (7.45434, 3.60821, 7.77485)
H (7.85725, -0.15154, -4.34158)
H (4.55686, -4.95852, 8.01364)
H (-10.57398, 0.32116, -2.05710)
N (7.66569, -2.33408, -2.25223)
N (-3.26006, 3.64562, -2.84562)
H (5.74725, -3.95229, 4.04839)
H (1.80430, 3.69319, -0.44415)
H (1.17111, 1.57181, -2.09056)
C (-0.92356, 4.10442, -2.18239)
H (-7.84870, 3.10495, -2.68614)
H (5.45768, -3.42898, 7.75781)
C (3.35839, -3.43459, 6.94290)
C (4.58353, 1.04975, 4.38789)
H (-6.20333, 2.06286, -6.49111)
N (-3.97243, -5.72715, 1.92145)
H (2.19317, -5.09977, 6.20048)
H (6.95453, 2.14295, 8.59386)
H (7.42370, -4.36357, -0.91227)
H (4.79914, 1.64841, 1.27843)
H (2.94320, 5.14761, 4.54486)
C (1.30361, -5.65523, 1.95135)
H (1.75123, 0.30183, -2.89924)
H (1.31117, 2.54763, 2.88325)
H (7.75372, -1.43968, 3.56502)
C (0.93534, 4.44394, 3.65475)
H (-10.15712, 1.94617, -1.24887)
H (-10.65676, 2.32619, -3.55936)
N (-0.08185, 0.67712, 3.77217)
O (6.36539, -3.18825, 0.45763)
H (9.80623, -1.32368, -3.21989)
H (-2.62906, -4.64490, -5.58132)
H (8.98570, -1.01190, 2.37399)
O (-5.68530, -2.98436, -1.92545)
H (5.00746, -1.27440, 1.15465)
H (8.04429, 0.20620, 2.98300)
H (1.83024, 3.72201, -5.98680)
C (3.58328, 3.35212, -4.57280)
H (4.28209, 4.22265, -4.85836)
H (0.63144, 1.56581, -8.18982)
H (7.45975, 0.97228, -3.18069)
C (5.70266, 3.31776, 0.69865)
H (3.88149, 2.27714, -6.42223)
H (0.10257, -1.94797, 4.76843)
H (1.71666, -0.74602, 1.02910)
H (-1.61970, -1.62416, -3.85205)
H (-8.24781, -1.73458, 0.76948)
H (5.31660, 2.20588, -5.24868)
C (-1.91295, 3.08297, -2.65821)
O (2.45808, -4.85242, -0.75259)
H (-9.53619, 6.07370, -1.58861)
C (-3.23548, 3.85747, 3.79152)
H (-0.00714, 5.37823, -5.36842)
C (2.09553, 3.76297, -4.94578)
H (-1.28364, 7.69657, 2.75516)
H (0.25596, -2.42153, -5.01935)
H (7.65570, 6.38131, 3.11392)
H (-0.49909, -5.24265, 0.84327)
H (-5.22019, -3.68430, 0.34886)
H (1.34480, 1.83796, 5.93786)
H (3.36265, -0.75590, -4.55991)
C (-4.27990, 0.85583, 0.32108)
O (-1.51949, -0.97323, 5.31137)
H (-6.43353, -3.94847, 3.39195)
C (7.95148, -0.83566, 2.66855)
H (-2.16976, -2.94399, 4.91767)
H (-0.99541, -4.84585, -5.18715)
H (7.55309, -2.68214, -3.21440)
C (-8.40312, -2.79763, 0.60083)
C (-2.15480, -4.90557, -3.02098)
C (-3.87485, 0.21241, 1.64970)
H (-4.57554, 0.03571, -0.37877)
H (-2.17801, -0.56930, -2.50280)
O (5.88735, -0.27597, -3.63979)
H (-1.02215, 3.35652, 2.26559)
H (-8.81596, 5.86641, -3.19890)
H (-0.04944, 5.73376, 2.13352)
O (0.66247, -0.41607, -7.67828)
C (-3.16952, 5.11421, 1.53034)
C (-8.87045, 3.37357, -3.13926)
H (-0.45129, 1.74495, 6.13045)
C (6.67892, 5.94595, 3.07625)
H (4.33205, 1.95229, -0.19382)
H (0.41217, -4.50152, -1.16390)
H (-2.91570, 4.77877, 4.17492)
H (-9.02408, 0.77094, -1.69168)
H (-8.82101, 1.55695, -5.07610)
H (-2.63711, -3.99207, -3.30399)
H (-2.33212, -4.24246, 3.52475)
C (-8.93935, 5.49780, -2.19719)
C (3.92277, -3.36878, 5.53535)
O (4.71979, 2.28026, 5.15337)
H (2.81776, -1.36972, -6.46348)
C (-6.07097, 2.11572, -0.72733)
H (1.07636, 6.84170, -5.22972)
C (5.55420, 4.11235, 1.97502)
H (0.21279, -1.44997, 6.44579)
H (5.21653, -5.65853, 3.64389)
N (-9.08505, 1.07181, -4.25724)
C (-2.81067, -5.41795, -1.76336)
H (3.54301, 2.02712, 7.32212)
H (0.62044, 0.82565, 7.15030)
H (2.25271, 3.83148, 2.24943)
H (-4.54771, -6.54816, 1.67766)
C (7.28353, -0.11188, -3.42761)
N (4.54679, 2.42309, 0.65383)
H (-3.45867, 1.40797, -0.07507)
C (-3.11152, 3.76561, 2.22962)
H (-1.33718, 4.74201, -1.35835)
C (1.84793, 0.18546, 0.45087)
C (0.30477, 5.76476, 3.20223)
N (2.36754, -1.01893, -4.50298)
N (1.84185, 0.84595, -2.03466)
H (5.23575, 1.05453, -2.36917)
H (-4.93919, -5.36139, -2.44459)
H (1.19343, 6.40867, 3.11081)
H (3.89112, 1.21774, 3.55086)
H (-4.15975, -6.91423, -2.72921)
H (9.76198, 0.23317, -2.33158)
H (-6.65913, 1.34213, -1.28433)
C (3.12895, -3.78570, -1.43935)
H (7.30933, -0.78352, 0.64226)
N (-1.88681, 3.13940, 1.83393)
H (1.85010, -4.61437, 7.75092)
H (-3.94884, 3.15296, 1.85531)
H (6.43690, 5.67969, 4.10659)
C (-2.25386, -5.31208, 3.62071)
C (-9.93147, 1.21532, -2.01603)
C (-1.48859, 2.36814, -3.91008)
H (-7.90368, 5.37545, -1.81995)
H (6.42213, 5.02572, -0.59923)
N (1.33832, 3.51844, 2.59834)
H (6.67364, 2.56337, 5.49822)
O (6.77911, 4.87445, 2.11253)
H (-5.56793, -1.20265, -7.89062)
H (6.02415, 1.09095, 6.14644)
H (-5.73034, -2.55970, 4.23228)
H (2.11177, 3.64426, 5.16988)
H (0.33014, 4.36584, 0.22550)
H (-2.83412, 6.37299, -1.44441)
C (1.16071, -4.55603, -0.33167)
N (-2.78394, -4.34947, -0.77104)
H (-2.01179, -0.29810, 0.78369)
H (1.10921, -6.63534, 2.41897)
H (4.71567, 4.85004, 1.98924)
H (4.16741, -3.52911, 8.95071)
H (0.36557, 0.25185, -5.80286)
H (-0.45928, 0.25397, -1.05925)
H (5.42673, 3.54833, 2.91262)
H (-3.09983, -0.71164, -8.12785)
H (-2.07819, -2.40977, 6.69215)
C (1.17731, -0.09955, -6.42882)
H (-2.84019, 0.29295, -5.67932)
C (9.48999, -0.81343, -2.32038)
H (5.73830, -4.84719, -0.51631)
C (5.79115, 2.12665, 5.99567)
H (-2.04744, 2.34425, -1.90685)
O (0.18743, 3.37725, -1.63093)
H (-4.64747, -4.93515, 1.97130)
H (2.88740, -3.88398, -2.53772)
H (-4.56096, -6.25151, 5.25718)
H (-4.14161, 5.56903, 1.67928)
C (6.59699, 3.04193, 8.15573)
H (5.54596, -0.53239, -1.61363)
H (-1.10652, -4.68446, -3.00472)
H (6.64206, 2.81611, 0.61019)
H (-4.29017, 3.65754, 4.03136)
C (-3.53230, -6.02043, 3.33564)
H (-4.41170, -2.70431, -3.42464)
C (0.09876, -0.66341, -1.24070)
H (7.65674, -0.43472, -1.37386)
N (-2.30535, -1.93219, -6.59284)
H (2.25155, -0.97730, -1.22210)
C (1.03243, 5.77298, -5.42578)
H (-2.31255, -1.22537, 2.19290)
O (-5.45421, 1.62336, 0.38840)
H (-9.30413, -2.97307, -0.00471)
C (-4.64061, -5.72667, 4.29445)
H (3.84141, 1.27070, -5.02695)
H (-3.93497, 6.82338, -0.04999)
H (4.86277, -2.79707, 5.50162)
H (1.46975, -7.35809, 0.19594)
O (4.28483, -4.69623, 5.19198)
H (2.76978, 0.69929, 0.58615)
H (-6.86806, -1.52651, -1.15394)
O (-2.84664, 5.08465, 0.13151)
H (-2.22777, -2.63104, -7.36819)
H (-0.28656, 8.42234, 4.04799)
C (-5.26475, -2.20227, -3.02122)
C (-2.98764, 6.40802, -0.39845)
H (6.33290, 3.65835, 9.06239)
H (-0.92538, 0.83317, -7.67203)
H (-5.07869, -1.15719, -2.76372)
H (0.95737, -4.92205, 2.65821)
N (-5.06983, -0.37639, 2.31813)
C (-6.87577, -2.60136, -1.37989)
H (-2.22385, 7.05773, -0.04325)
H (5.12535, 3.87128, 6.89931)
H (1.33151, 5.66410, -6.48235)
C (-7.13026, -3.36658, -0.08462)
H (-2.20129, 1.66206, -4.22337)
H (-5.56261, -6.15513, 3.87621)
C (-1.51977, -1.40586, -2.78577)
C (4.45299, -3.90429, 7.94258)
H (3.52255, 4.01065, -2.66845)
H (-5.90611, 0.28314, 2.31278)
C (4.92800, -4.62471, 3.93013)
H (0.39139, -6.84654, -0.92286)
H (1.40704, 3.17640, -4.32118)
H (-7.25894, -4.47164, -0.30069)
H (5.61342, 3.72845, -1.48413)
C (-0.13324, -1.15659, 5.41289)
H (3.18471, -2.97846, 4.83189)
H (-3.57416, 1.04449, 2.29291)
H (-2.59142, 3.11858, 4.20556)
H (1.02092, 0.75919, 0.93354)
H (3.19728, 2.34134, -2.85976)
H (-6.59089, -3.79900, 5.20927)
H (-4.44600, -2.76945, -8.05889)
C (1.56363, -0.17423, -1.01154)
C (-3.44921, -1.09853, -7.15859)
H (5.23933, -1.24508, 2.78539)
H (6.84416, -2.54834, -1.72682)
H (-8.54520, -3.19737, 1.62380)
H (-2.37686, 5.67901, 2.07932)
H (7.39654, -3.32984, 2.21704)
H (-3.65389, -3.77998, -0.89539)
H (1.58515, -0.07293, 4.77873)
O (-9.58221, 4.22280, -2.31073)
C (-2.31826, -2.12166, 5.64092)
O (1.92166, 5.12345, -4.49756)
C (0.55514, 0.17367, 4.96471)
H (2.31620, -1.80597, -3.81033)
C (0.53093, 1.17362, 6.08921)
C (-5.38273, 1.70743, -5.89519)
H (-8.35573, 0.51526, -3.86361)
C (7.02065, -1.31228, 1.60308)
H (4.27822, -4.27003, 3.11978)
C (-1.94656, -5.44074, -5.25537)
H (-1.73544, 3.22341, 0.81226)
H (1.58938, -3.49374, -5.37955)
H (1.10637, 5.13321, -1.27744)
C (5.09595, -0.03182, -2.47946)
H (0.15090, 3.91874, 4.19798)
H (4.47884, 1.73871, 8.66519)
C (-2.83343, -0.84698, 1.32998)
O (-4.40981, 1.08260, -6.68159)
H (-4.27994, -0.57941, -5.40046)
O (-0.17547, -0.97054, -2.59631)
C (5.59924, 4.30878, -0.51613)
H (4.75526, 5.01387, -0.43363)
C (-0.00836, 0.61525, -8.22743)
H (-0.48851, 4.80188, -3.00993)
C (6.64105, -4.44616, -0.08958)
H (-5.79557, 1.06292, -5.07679)
H (-0.58348, 1.79121, -3.78284)
H (0.51229, -2.95625, -6.69193)
H (-1.43967, -1.37420, -6.54580)
C (1.03421, -2.60587, -5.79720)
H (-1.96793, -5.45031, 4.65585)
C (1.95479, 4.64042, 4.82479)
H (-4.83051, -0.55098, 3.28757)
H (1.21319, -3.53119, 0.20651)
H (1.38811, 5.13967, 5.64100)
N (4.20071, 2.44628, 7.99955)
C (0.57190, -5.54550, 0.62487)
C (5.43806, 2.88210, 7.24841)
H (-8.74543, 3.77712, -4.13989)
C (-5.95251, -3.65945, 4.34211)
C (-4.78716, -1.89001, -7.46211)
H (-4.96583, 2.61050, -5.40102)
H (-0.26260, 0.35816, -9.21346)
C (7.38000, -2.74356, 1.29304)
H (4.20538, -4.02722, -1.33203)
C (4.20681, 2.24288, -5.38324)
H (-3.19565, -1.62286, 0.62021)
O (-4.69824, -4.30590, 4.56044)
C (-9.70575, 1.97449, -3.29116)
H (-5.87735, -2.53860, 1.28387)
C (1.92579, -1.34013, -5.86642)
H (1.90218, 0.68489, -6.50989)
H (-0.01444, -0.03292, 3.05311)
N (0.53055, -6.91838, 0.07110)
H (-1.04342, 0.86885, 3.97405)
O (-2.40387, -5.88488, -4.03172)
N (2.14204, -4.31563, 6.80787)
H (-1.75426, -2.31732, -2.18170)
H (4.16656, 0.28912, 5.08200)
H (10.01188, -1.36406, -1.49929)
H (3.00752, -2.47282, 7.25461)
H (2.88880, -2.79100, -1.06301)
H (-0.14753, -1.43108, -0.49905)
H (-1.91637, 7.73154, 4.44362)
N (3.76455, 3.14625, -3.16319)
H (-2.21826, -6.22019, -1.39662)
C (7.96426, -0.94458, -2.32600)
H (6.98866, -5.15240, 0.71357)
O (-0.61508, 6.29847, 4.11450)
H (-6.04884, -2.20266, -3.75792)
H (-3.26986, -7.08811, 3.38941)
H (-3.40308, 4.51598, -3.36299)
H (4.05350, -0.39241, -2.62113)

Summary:
* net charge: 0
* E_LUMO: 0.5 eV
* relative energy (zero: lowest compared OMol25 entry of this formula, charge and spin): 4.280 eV

These are the Mulliken partial charges, in e, on atoms 1 to 99:
1 C 1.567
2 H 0.703
3 H 0.250
4 H 0.153
5 N 0.661
6 H 0.120
7 H 0.296
8 H 0.310
9 H -0.226
10 C -0.179
11 H 0.549
12 N 0.096
13 H -0.377
14 H 0.478
15 H 0.215
16 H -0.032
17 H 0.565
18 H 0.411
19 C -1.473
20 C -0.745
21 H 0.631
22 H 0.387
23 H 0.461
24 H 0.344
25 H 0.331
26 N -0.267
27 N -0.245
28 H 0.419
29 H -0.334
30 H -1.052
31 C -0.037
32 H -0.139
33 H 0.307
34 C 0.504
35 C -0.895
36 H 0.380
37 N -0.185
38 H 0.225
39 H 0.416
40 H 0.364
41 H -0.526
42 H 0.198
43 C -2.051
44 H -0.214
45 H -0.756
46 H 0.367
47 C 0.204
48 H 0.400
49 H 0.375
50 N 0.235
51 O 0.139
52 H 0.410
53 H 0.139
54 H 0.483
55 O -0.072
56 H -0.182
57 H 0.261
58 H 0.799
59 C -0.128
60 H 0.312
61 H 0.249
62 H 0.343
63 C 0.222
64 H 0.557
65 H 0.596
66 H 0.516
67 H -0.540
68 H 0.325
69 H 0.248
70 C 2.126
71 O -0.522
72 H 0.287
73 C -1.727
74 H 0.222
75 C 0.195
76 H 0.195
77 H 0.084
78 H 0.305
79 H -0.702
80 H 0.099
81 H -0.371
82 H -0.170
83 C 0.014
84 O -0.281
85 H 0.322
86 C -1.793
87 H 0.101
88 H -0.120
89 H 0.236
90 C -1.543
91 C 0.430
92 C 0.763
93 H 0.268
94 H -0.222
95 O -0.496
96 H -1.027
97 H 0.325
98 H 0.031
99 O -0.502



2.
Density functional theory data (ωB97M-V/def2-TZVPD) for 2 unconnected molecules or ions with the total composition C8H16N2O2 in a non-equilibrium geometry.

Positions of all 28 atoms, in Å:
C (1.92676, 0.53754, 0.65460)
O (-1.99148, 1.50749, -0.61375)
C (1.44336, -0.69631, 0.44168)
H (1.84375, -2.71023, 1.01122)
C (-4.22191, 0.54682, 0.38227)
H (2.26038, -2.24340, -1.26418)
H (1.66868, 3.70390, -0.20407)
C (0.60611, -1.13815, -0.72728)
H (0.05823, -0.28654, -1.04661)
H (2.44288, 0.84124, 1.55811)
H (-5.00921, 0.98134, -0.37557)
H (0.05774, -1.94494, -0.35120)
N (-2.00310, 0.16504, -0.41159)
C (1.44797, 1.67464, -0.04135)
H (2.10257, -0.93332, -2.26776)
H (-1.03112, 1.90453, -0.80975)
H (-3.71787, 1.44595, 0.73977)
H (2.21506, 3.00240, 1.41298)
H (2.78513, -1.42686, 1.86938)
C (1.86975, -1.72458, 1.37806)
H (0.98278, -2.33305, -2.41934)
H (-3.15890, -1.39585, 0.31569)
H (1.18232, -1.82610, 2.20343)
H (-4.81750, -0.03038, 1.02410)
C (1.58715, -1.74173, -1.77295)
C (-3.15296, -0.37092, -0.04777)
O (0.94761, 1.55378, -1.16496)
N (1.67583, 2.93768, 0.52683)

Summary:
* net charge: 0
* E_LUMO: 0.8 eV
* structure (SMILES): CC/C(C)=C\C(N)=O.C/C=N\O
* relative energy (zero: lowest compared OMol25 entry of this formula, charge and spin): 1.177 eV

Here is what natural (NBO) gives for the atomic charges, in e:
1 C -0.399
2 O -0.594
3 C 0.210
4 H 0.221
5 C -0.698
6 H 0.186
7 H 0.414
8 C -0.446
9 H 0.280
10 H 0.188
11 H 0.225
12 H 0.192
13 N -0.121
14 C 0.649
15 H 0.214
16 H 0.523
17 H 0.245
18 H 0.400
19 H 0.223
20 C -0.669
21 H 0.209
22 H 0.196
23 H 0.235
24 H 0.214
25 C -0.576
26 C 0.002
27 O -0.675
28 N -0.848



3.
Density functional theory data (ωB97M-V/def2-TZVPD) for a single C7H6FN3O2 molecule in a non-equilibrium geometry.

Positions of all 19 atoms, in Å:
C (-1.53840, 1.23765, 0.25365)
C (-0.14415, -0.67471, -0.16720)
F (1.14388, -2.33832, 0.90563)
O (2.51273, 0.43796, -1.50558)
N (0.84805, 1.10968, 0.93961)
N (1.15714, -1.16939, 0.05242)
C (-1.15916, -1.33987, -0.82235)
H (0.82554, 1.41135, 1.90468)
C (-0.31611, 0.60007, 0.39060)
H (-3.50706, 1.06976, -0.54270)
C (-2.38086, -0.69792, -0.93867)
H (-3.19727, -1.19002, -1.44172)
H (2.49877, -0.43605, 1.53334)
C (-2.55510, 0.57645, -0.41746)
O (3.73665, 1.13798, 0.11718)
C (1.93057, -0.16111, 0.64774)
H (-0.98362, -2.32538, -1.21627)
H (-1.68609, 2.22807, 0.65704)
N (2.81451, 0.52380, -0.34993)

Summary:
* net charge: 0
* E_LUMO: 0.1 eV
* structure (SMILES): O=[N+]([O-])[C@H]1Nc2ccccc2N1F
* relative energy (zero: lowest compared OMol25 entry of this formula, charge and spin): 4.143 eV

Here is what natural (NBO) gives for the atomic charges, in e:
1 C -0.247
2 C 0.100
3 F -0.258
4 O -0.342
5 N -0.592
6 N -0.056
7 C -0.191
8 H 0.393
9 C 0.129
10 H 0.218
11 C -0.234
12 H 0.221
13 H 0.255
14 C -0.172
15 O -0.368
16 C 0.161
17 H 0.232
18 H 0.223
19 N 0.528



> Look up the E_LUMO of the third one.

0.1 eV



> Which of these has the highest relative energy (zero: lowest compared OMol25 entry of this formula, charge and spin)?

C76H209N19O19



> Which formula does entry 3 have?

C7H6FN3O2